# 1
This record from the OMol25 dataset describes the molecule C4H6O. The level of theory is wB97M-V/def2-TZVPD.

Last column: natural (NBO) charge in e.
Geometry (Å):
C 0.45557 0.28986 -1.06664  -0.087
O 1.22891 0.33633 0.19542  -0.552
C 0.18218 0.01939 1.48345  -0.282
C -0.91839 -0.44812 0.68789  -0.234
C -0.83898 -0.32966 -0.64999  -0.374
H 0.37767 1.32873 -1.41942  0.177
H 1.03652 -0.27446 -1.80711  0.193
H 1.23967 1.24833 0.52582  0.537
H 0.72964 -0.75735 2.02666  0.170
H -1.79690 -0.83663 1.19730  0.232
H -1.59899 -0.60653 -1.36880  0.221

ΔE to the lowest compared entry with this formula, charge and spin   3.516 eV
HOMO-LUMO gap   7.9038 eV
Net charge   0

# 2
This record from the OMol25 dataset describes C2H2CsFLiO as an isolated structure at a distorted geometry. The level of theory is wB97M-V/def2-TZVPD.

Last column: natural (NBO) charge in e.
Geometry (Å):
H -1.13907 1.04061 0.56759  0.504
C 1.22301 1.88686 0.61529  -0.020
C 0.28427 0.97299 0.36202  -0.256
O -0.67610 1.30690 -0.55098  -0.915
Cs 0.45244 -2.61240 -1.41359  0.987
Li -0.24904 2.91948 -1.40802  0.964
F 1.08657 3.15486 -0.01282  -0.456
H 2.23924 1.72339 0.95945  0.193

HOMO-LUMO gap   7.0356 eV
Net charge   +1

# 3
This record from the OMol25 dataset describes C24H32NOYb as an isolated structure at a distorted geometry. The level of theory is wB97M-V/def2-TZVPD.

Last column: natural (NBO) charge in e.
Geometry (Å):
Yb -0.32731 -0.09086 0.31241  1.093
C -0.55130 -1.55058 2.54659  -0.399
C -1.24967 -0.32363 2.73376  -0.312
C -2.39140 -0.31971 1.88333  -0.378
H -0.98133 0.43374 3.46459  0.225
C -2.40155 -1.55006 1.16655  -0.373
C -1.26693 -2.30492 1.57648  -0.308
H -1.01389 -3.31292 1.25580  0.191
H 0.30965 -1.89046 3.12121  0.198
H -3.15170 0.45792 1.82525  0.213
H -3.17437 -1.87280 0.46861  0.203
C 1.05210 -0.66308 -1.92982  -0.315
C 0.75739 -1.93446 -1.37179  -0.364
C -0.63297 -2.17091 -1.53878  -0.338
H 1.48402 -2.62618 -0.94941  0.212
C -1.19884 -1.04487 -2.18898  -0.329
C -0.15643 -0.09957 -2.42058  -0.410
H -0.25355 0.84350 -2.95784  0.204
H 2.04334 -0.22385 -2.01274  0.218
H -1.15588 -3.08881 -1.27089  0.197
H -2.22652 -0.95731 -2.54050  0.182
O -0.44309 1.91717 1.51591  -0.742
C -4.07911 1.63536 -1.95451  -0.019
C -3.79946 2.59789 -1.04442  -0.394
C -4.89732 0.43770 -1.57161  -0.638
C -3.63271 1.81040 -3.37454  -0.641
C -1.21877 2.76350 1.04031  -0.172
H -4.23075 2.57109 -0.04966  0.193
H -3.20625 3.46281 -1.31155  0.192
H -0.91407 3.37921 0.18314  0.085
H -2.21048 2.92228 1.48784  0.078
H -5.90044 0.46409 -2.03504  0.184
H -5.04865 0.38800 -0.48041  0.223
H -4.42716 -0.50845 -1.88934  0.219
H -4.36990 2.39338 -3.95661  0.190
H -3.49725 0.84503 -3.88257  0.209
H -2.68675 2.37507 -3.42591  0.225
C 2.79571 -3.28385 1.50013  -0.404
N 2.90628 -1.96690 0.88961  -0.419
C 3.97817 -1.89730 -0.09970  -0.416
C 2.96342 -0.89540 1.89674  -0.233
C 2.94052 0.49985 1.30754  -0.089
C 3.97581 1.42746 1.59986  -0.232
C 3.97340 2.68215 0.99192  -0.302
C 2.96666 3.02120 0.08909  -0.236
C 1.93141 2.09197 -0.20028  -0.216
C 1.94869 0.90545 0.46113  -0.368
H 2.73233 -4.04240 0.71016  0.185
H 1.88216 -3.32728 2.10752  0.209
H 3.66018 -3.51881 2.14862  0.135
H 3.89335 -0.97628 -0.68945  0.229
H 4.98228 -1.92955 0.36516  0.140
H 3.87860 -2.76069 -0.77194  0.184
H 2.10360 -1.05260 2.57947  0.214
H 3.88768 -1.00469 2.50455  0.128
H 4.76664 1.11281 2.28439  0.166
H 4.76346 3.39784 1.23148  0.175
H 2.95754 3.99549 -0.39944  0.170
H 1.16141 2.35684 -0.93083  0.182

Spin multiplicity   2
ΔE to the lowest compared entry with this formula, charge and spin   0.314 eV
HOMO-LUMO gap (spin up / spin down)   3.2552 / 4.2030 eV
Net charge   -2
⟨S²⟩   0.76

# 4
This record from the OMol25 dataset describes the molecule C4H10OS2 at a distorted geometry. The level of theory is wB97M-V/def2-TZVPD.

Last column: natural (NBO) charge in e.
Geometry (Å):
C -0.86383 -1.29564 2.55607  -0.739
S -0.68501 0.38264 1.87644  0.208
C 0.81298 0.04797 0.96589  -0.713
S 1.47188 1.29362 -0.17313  0.214
C 1.02093 0.62645 -1.80379  -0.555
C -0.43860 0.96844 -2.14947  -0.078
O -1.31118 0.19723 -1.34114  -0.731
H 0.05575 -1.53025 3.08354  0.215
H -1.68850 -1.32176 3.26205  0.238
H -1.01946 -2.04298 1.77280  0.218
H 0.59446 -0.84181 0.39272  0.229
H 1.65215 -0.12616 1.62396  0.228
H 1.67006 1.10112 -2.52068  0.231
H 1.17933 -0.46566 -1.90911  0.224
H -0.69005 1.99918 -2.09291  0.171
H -0.68101 0.57681 -3.09716  0.179
H -1.07988 0.43081 -0.44609  0.460

SMILES   CSCSCCO
ΔE to the lowest compared entry with this formula, charge and spin   1.063 eV
HOMO-LUMO gap   9.8119 eV
Net charge   0

# 5
This record from the OMol25 dataset describes C32H31AuN7O4 as an isolated structure at a distorted geometry. The level of theory is wB97M-V/def2-TZVPD.

Last column: Löwdin charge in e.
Geometry (Å):
Au -0.09105 -0.12034 -0.01101  1.214
O -5.26747 2.83777 -0.63048  0.150
C -4.46911 3.49301 0.18022  -0.500
O -4.81796 4.43084 0.84833  0.121
C -3.03771 3.04755 0.23980  -0.028
C -2.03347 3.79632 0.81352  0.026
N -0.90389 3.07182 0.74685  0.037
N -1.11508 1.89729 0.14973  0.003
C -2.40310 1.85485 -0.16698  -0.118
C -2.90343 0.64766 -0.91099  -0.538
O -3.97809 0.69993 -1.49233  0.091
O -2.09976 -0.35383 -0.92549  -0.152
H -4.85002 2.03608 -1.03866  0.070
H -2.07293 4.77792 1.25628  0.150
H 0.03246 3.35627 0.97823  0.165
C 4.97506 -0.67121 2.48157  -0.025
C 5.08010 0.63499 3.22470  -0.215
C 6.33638 1.13367 3.56389  -0.034
C 6.48131 2.30066 4.29403  -0.062
C 5.35911 3.00283 4.70883  -0.067
C 4.10109 2.53916 4.37014  -0.013
C 3.95742 1.37006 3.62826  -0.214
N 2.63148 0.92315 3.33482  0.151
C 2.12207 0.71156 2.09099  -0.384
N 2.85407 1.22931 1.07802  0.158
C 2.65607 1.28504 -0.31665  -0.194
C 1.56232 0.77449 -0.99458  -0.119
C 1.43868 0.85901 -2.36414  -0.088
C 2.43577 1.48329 -3.09531  -0.057
C 3.53361 2.01195 -2.43342  -0.025
C 3.66745 1.92812 -1.05581  -0.197
C 4.87643 2.50703 -0.36753  -0.023
N 1.00558 0.06439 1.92143  0.021
C 0.18120 -0.25774 3.04000  -0.274
C -0.65127 0.73300 3.56825  -0.044
C -1.51672 0.45544 4.61050  -0.071
C -1.55712 -0.82611 5.13839  -0.066
C -0.71171 -1.80263 4.63712  -0.032
C 0.17499 -1.54424 3.59654  -0.212
C 1.11038 -2.61090 3.10518  -0.023
H 5.80624 -1.31869 2.75569  0.090
H 5.01317 -0.52789 1.39846  0.078
H 4.04580 -1.19054 2.71574  0.060
H 7.21398 0.57206 3.26706  0.120
H 7.47027 2.65265 4.55547  0.113
H 5.46460 3.90743 5.29202  0.112
H 3.21402 3.07863 4.67904  0.119
H 2.03409 0.68455 4.11186  0.155
H 3.69720 1.68892 1.38883  0.103
H 0.56930 0.45356 -2.86876  0.114
H 2.35014 1.55709 -4.17030  0.117
H 4.31077 2.50653 -3.00219  0.122
H 5.53957 2.95357 -1.10405  0.090
H 5.44746 1.73994 0.16379  0.085
H 4.60675 3.28889 0.34847  0.097
H -0.60882 1.73053 3.15264  0.097
H -2.16015 1.23144 5.00365  0.111
H -2.23742 -1.06202 5.94552  0.111
H -0.74086 -2.79664 5.06687  0.117
H 1.01970 -3.50950 3.71170  0.086
H 2.14787 -2.27318 3.15331  0.066
H 0.89477 -2.87234 2.06966  0.063
N -1.20104 -2.82640 -1.79726  0.178
C 0.07346 -3.00940 -1.43711  -0.346
C 0.78430 -4.14986 -1.89083  -0.002
C 2.08004 -4.34592 -1.51161  -0.044
C 2.70536 -3.41293 -0.67095  -0.059
C 1.98089 -2.32731 -0.27421  -0.164
N 0.69339 -2.12135 -0.62909  0.020
H -1.64719 -3.50205 -2.38957  0.119
H -1.71410 -1.97816 -1.56731  0.057
H 0.27750 -4.84730 -2.54366  0.119
H 2.63265 -5.20529 -1.86726  0.120
H 3.72736 -3.53995 -0.34660  0.109
H 2.41583 -1.56933 0.36329  0.085

ΔE to the lowest compared entry with this formula, charge and spin   2.233 eV
HOMO-LUMO gap (spin up / spin down)   6.1792 / 6.2291 eV
Net charge   +1

# 6
This record from the OMol25 dataset describes a 2-piece molecular cluster, C6H14O2 overall at a distorted geometry. The level of theory is wB97M-V/def2-TZVPD.

Last column: natural (NBO) charge in e.
Geometry (Å):
C 1.53557 1.48588 0.70659  -0.390
C 1.43535 0.18354 0.47517  -0.029
C 2.64910 -0.66250 0.37654  -0.662
C 0.12399 -0.40738 0.65377  -0.447
C -0.69000 -1.00535 -0.53805  -0.428
C -1.01259 0.15723 -1.54004  -0.078
O -2.02734 0.94572 -1.00854  -0.726
H 0.68617 2.15207 1.01103  0.178
H 2.30363 2.26190 0.67199  0.208
H 3.68725 -0.31441 0.37128  0.236
H 2.72462 -1.59047 0.94750  0.233
H 2.75601 -1.26365 -0.66037  0.210
H 0.05935 -1.28282 1.39691  0.233
H -0.59000 0.39218 1.01204  0.216
H 0.05329 -1.71727 -1.16894  0.194
H -1.38963 -1.76941 -0.38274  0.242
H -1.40826 -0.18050 -2.51311  0.180
H -0.09943 0.69063 -1.71656  0.179
H -1.57498 1.76778 -0.70056  0.483
O -3.05373 -0.33327 1.15504  -0.971
H -3.68958 0.45175 1.06565  0.456
H -2.47879 0.03834 0.38541  0.481

SMILES   C=C(C)CCCO.O
ΔE to the lowest compared entry with this formula, charge and spin   3.332 eV
HOMO-LUMO gap   10.0468 eV
Net charge   0

Summary of calculated total energy in hartree
-231.09450, -279.85758, -2222.22810, -1029.99270, -2057.77139, -387.38505
(order as listed above)
Summary of molar mass in g/mol
70.091, 200.881, 523.566, 138.257, 774.612, 118.176
(order as listed above)